[1]
Computed, not measured: 5 unconnected molecules or ions with the total composition C39H79Cl2N2O8P at a distorted geometry, with ωB97M-V with the def2-TZVPD basis set.

Orbital gap   9.3 eV
SMILES string   C/C(Cl)=C(\Cl)[C@@]1(P(=N)(O)O)C(=O)N[C@@](CCCCOC=O)(CCC(=O)O)[C@H]1O.CCCCCC.CCCCCC.CCCCCC.CCCCCC

```
! RIJCOSX wB97M-V def2-TZVPD def2/J DEFGRID3
* xyz 0 1
C -2.395 -2.552 4.684
C -1.378 -1.449 4.716
Cl 0.234 -2.027 4.487
C -1.662 -0.154 4.940
Cl -3.346 0.144 5.253
C -0.704 1.026 5.034
P -1.642 2.628 5.287
N -2.585 3.023 4.121
O -0.550 3.769 5.547
O -2.270 2.564 6.742
C 0.288 0.777 6.203
O 0.016 0.755 7.385
N 1.506 0.574 5.641
C 1.698 1.277 4.351
C 2.202 2.685 4.732
C 3.652 2.735 5.224
C 3.831 3.931 6.183
C 3.638 3.473 7.622
O 3.161 4.531 8.470
C 1.812 4.648 8.441
O 1.240 5.571 7.942
C 2.677 0.439 3.520
C 2.848 0.778 2.018
C 2.779 2.232 1.648
O 1.762 2.867 1.565
O 3.994 2.803 1.403
C 0.234 1.308 3.808
O 0.050 0.418 2.729
H -3.280 -2.257 4.127
H -1.963 -3.444 4.240
H -2.692 -2.805 5.705
H -2.655 2.318 3.398
H -0.447 4.290 4.740
H -2.040 3.348 7.259
H 2.299 0.435 6.250
H 2.121 3.371 3.892
H 1.572 3.044 5.541
H 4.363 2.792 4.399
H 3.911 1.829 5.784
H 3.054 4.668 5.968
H 4.796 4.412 6.042
H 2.950 2.620 7.673
H 4.586 3.148 8.050
H 1.264 3.842 8.948
H 2.303 -0.582 3.563
H 3.659 0.428 3.990
H 2.100 0.270 1.416
H 3.827 0.418 1.704
H 3.935 3.300 0.574
H 0.088 2.314 3.415
H -0.747 0.690 2.260
C -0.426 1.259 -0.855
C 0.549 2.258 -1.470
C -0.132 3.342 -2.303
C -0.905 2.828 -3.518
C -0.075 2.013 -4.507
C 1.072 2.799 -5.136
H -0.976 0.705 -1.617
H 0.100 0.530 -0.235
H -1.153 1.775 -0.221
H 1.286 1.724 -2.078
H 1.104 2.740 -0.663
H 0.622 4.066 -2.627
H -0.822 3.898 -1.661
H -1.339 3.686 -4.042
H -1.752 2.224 -3.183
H -0.736 1.656 -5.302
H 0.321 1.118 -4.018
H 0.699 3.682 -5.659
H 1.605 2.180 -5.860
H 1.796 3.127 -4.389
C 1.609 -0.951 -7.269
C 2.598 0.039 -7.877
C 1.933 1.111 -8.738
C 1.183 0.587 -9.963
C 2.032 -0.236 -10.930
C 3.190 0.548 -11.542
H 1.079 -1.515 -8.038
H 2.130 -1.669 -6.634
H 0.868 -0.434 -6.654
H 3.348 -0.502 -8.461
H 3.144 0.535 -7.069
H 2.692 1.831 -9.056
H 1.228 1.673 -8.116
H 0.757 1.440 -10.500
H 0.330 -0.016 -9.639
H 1.386 -0.599 -11.734
H 2.419 -1.126 -10.427
H 2.825 1.429 -12.074
H 3.743 -0.067 -12.254
H 3.898 0.883 -10.782
C -6.629 0.091 6.432
C -6.806 -1.315 5.867
C -7.809 -1.390 4.718
C -9.237 -0.982 5.084
C -9.862 -1.785 6.223
C -9.994 -3.274 5.917
H -7.555 0.476 6.862
H -5.874 0.100 7.219
H -6.306 0.785 5.652
H -7.101 -1.998 6.670
H -5.839 -1.674 5.504
H -7.811 -2.406 4.314
H -7.463 -0.745 3.904
H -9.865 -1.082 4.193
H -9.258 0.080 5.345
H -10.854 -1.376 6.431
H -9.281 -1.651 7.140
H -10.594 -3.434 5.019
H -10.480 -3.799 6.741
H -9.021 -3.742 5.760
C 2.610 -7.622 -5.258
C 3.868 -6.782 -5.063
C 3.580 -5.340 -4.649
C 2.774 -4.529 -5.665
C 3.400 -4.437 -7.055
C 4.760 -3.744 -7.065
H 1.983 -7.231 -6.061
H 2.865 -8.651 -5.514
H 2.012 -7.643 -4.344
H 4.464 -6.798 -5.980
H 4.488 -7.245 -4.292
H 4.528 -4.833 -4.446
H 3.035 -5.346 -3.700
H 2.637 -3.517 -5.268
H 1.769 -4.951 -5.755
H 2.720 -3.883 -7.707
H 3.493 -5.435 -7.492
H 4.683 -2.732 -6.659
H 5.149 -3.666 -8.081
H 5.497 -4.289 -6.473
*
```

Atomic partial charges in e from the Mulliken method, atoms 1 to 99: number 1, C, carries -1.461; number 2, C, carries 0.884; number 3, Cl, carries -0.224; number 4, C, carries -1.491; number 5, Cl, carries -0.023; number 6, C, carries 2.983; number 7, P, carries 0.798; number 8, N, carries -0.790; number 9, O, carries -0.549; number 10, O, carries -0.451; number 11, C, carries -1.037; number 12, O, carries -0.630; number 13, N, carries 0.435; number 14, C, carries 1.247; number 15, C, carries -0.816; number 16, C, carries -1.099; number 17, C, carries -0.850; number 18, C, carries -0.534; number 19, O, carries -0.382; number 20, C, carries 0.138; number 21, O, carries -0.450; number 22, C, carries -1.858; number 23, C, carries -0.583; number 24, C, carries 0.630; number 25, O, carries -0.526; number 26, O, carries -0.506; number 27, C, carries -1.963; number 28, O, carries -0.393; number 29, H, carries 0.372; number 30, H, carries 0.439; number 31, H, carries 0.315; number 32, H, carries 0.301; number 33, H, carries 0.312; number 34, H, carries 0.305; number 35, H, carries 0.377; number 36, H, carries 0.490; number 37, H, carries 0.611; number 38, H, carries 0.332; number 39, H, carries 0.565; number 40, H, carries 0.377; number 41, H, carries 0.386; number 42, H, carries 0.330; number 43, H, carries 0.346; number 44, H, carries 0.408; number 45, H, carries -0.028; number 46, H, carries 0.531; number 47, H, carries 0.136; number 48, H, carries 0.622; number 49, H, carries 0.386; number 50, H, carries 0.912; number 51, H, carries 0.566; number 52, C, carries -1.026; number 53, C, carries 0.374; number 54, C, carries -1.007; number 55, C, carries -1.047; number 56, C, carries -0.214; number 57, C, carries -0.798; number 58, H, carries 0.391; number 59, H, carries 0.191; number 60, H, carries 0.255; number 61, H, carries 0.340; number 62, H, carries -0.193; number 63, H, carries 0.323; number 64, H, carries 0.450; number 65, H, carries 0.435; number 66, H, carries 0.310; number 67, H, carries 0.466; number 68, H, carries 0.236; number 69, H, carries 0.293; number 70, H, carries -0.090; number 71, H, carries 0.336; number 72, C, carries -0.397; number 73, C, carries -0.543; number 74, C, carries -0.562; number 75, C, carries -0.902; number 76, C, carries -0.292; number 77, C, carries -1.211; number 78, H, carries 0.321; number 79, H, carries -0.191; number 80, H, carries 0.147; number 81, H, carries 0.382; number 82, H, carries 0.416; number 83, H, carries 0.397; number 84, H, carries 0.221; number 85, H, carries 0.450; number 86, H, carries 0.329; number 87, H, carries 0.369; number 88, H, carries 0.134; number 89, H, carries 0.292; number 90, H, carries 0.392; number 91, H, carries 0.281; number 92, C, carries -1.299; number 93, C, carries 0.208; number 94, C, carries -0.692; number 95, C, carries -0.746; number 96, C, carries -0.347; number 97, C, carries -1.191; number 98, H, carries 0.411; number 99, H, carries 0.345

[2]
Computed, not measured: a molecular structure, C41H37BrNO6PSTa, with ωB97M-V with the def2-TZVPD basis set.

Orbital gap (spin up / spin down)   6.5 / 7.2 eV
Expectation value of S²   0.76

```
! RIJCOSX wB97M-V def2-TZVPD def2/J DEFGRID3
* xyz 2 2
Ta 0.401 0.708 0.521
C 2.873 2.234 3.760
C 1.376 2.482 3.604
C 1.078 3.258 2.332
C 0.539 1.203 3.654
C 0.722 0.396 4.931
O 1.542 -0.718 4.512
C 1.556 -0.769 3.195
N 0.963 0.219 2.587
C 2.243 -1.972 2.675
C 3.097 -2.609 3.581
C 3.706 -3.808 3.259
C 3.433 -4.413 2.044
C 2.593 -3.786 1.137
C 2.016 -2.551 1.417
P 0.959 -1.811 0.139
C 1.827 -2.050 -1.431
C 3.208 -2.229 -1.496
C 3.843 -2.315 -2.726
C 3.110 -2.212 -3.899
C 1.737 -2.015 -3.842
C 1.099 -1.929 -2.616
C -0.536 -2.834 0.107
C -1.599 -2.457 0.928
C -2.762 -3.208 0.959
C -2.869 -4.344 0.165
C -1.814 -4.728 -0.648
C -0.646 -3.976 -0.679
H 3.407 3.181 3.818
H 3.274 1.685 2.905
H 3.113 1.677 4.667
H 1.027 3.080 4.452
H 1.461 2.719 1.445
H 1.619 4.204 2.303
H 0.015 3.466 2.202
H -0.508 1.452 3.495
H -0.202 -0.018 5.330
H 1.259 0.927 5.712
H 3.276 -2.164 4.547
H 4.373 -4.278 3.968
H 3.873 -5.369 1.797
H 2.391 -4.262 0.186
H 3.799 -2.305 -0.593
H 4.914 -2.462 -2.766
H 3.608 -2.284 -4.856
H 1.162 -1.930 -4.755
H 0.034 -1.766 -2.576
H -1.523 -1.566 1.546
H -3.583 -2.912 1.598
H -3.776 -4.934 0.187
H -1.894 -5.619 -1.256
H 0.173 -4.282 -1.318
C -3.844 -2.475 -3.978
O -4.657 -1.669 -3.119
C -4.078 -0.925 -2.194
C -4.973 -0.184 -1.376
C -4.470 0.590 -0.387
C -3.065 0.670 -0.125
C -2.595 1.374 0.989
C -3.448 2.210 1.885
O -1.366 1.296 1.362
C -2.182 -0.061 -0.987
O -0.867 -0.025 -0.870
C -2.703 -0.844 -2.011
H -4.536 -3.004 -4.623
H -3.264 -3.187 -3.389
H -3.186 -1.844 -4.577
H -6.034 -0.264 -1.561
H -5.159 1.137 0.240
H -4.335 2.601 1.398
H -2.849 3.038 2.261
H -3.757 1.612 2.746
H -2.018 -1.388 -2.639
S 3.214 0.697 0.046
C 1.900 1.429 -0.611
Br -0.454 7.899 -4.892
C -0.108 6.410 -3.818
C -1.126 5.902 -3.015
C -0.867 4.802 -2.224
C 0.401 4.214 -2.238
C 1.414 4.733 -3.048
C 1.159 5.834 -3.840
C 0.630 3.058 -1.395
O 1.863 2.519 -1.452
O -0.212 2.558 -0.632
H -2.100 6.368 -3.017
H -1.643 4.388 -1.593
H 2.394 4.277 -3.056
H 1.931 6.249 -4.471
*
```

How positive or negative is each atom? The Mulliken charges in e answer that: number 1, Ta, carries 2.175; number 2, C, carries -1.459; number 3, C, carries 0.520; number 4, C, carries -1.379; number 5, C, carries -0.064; number 6, C, carries -0.680; number 7, O, carries -0.405; number 8, C, carries 1.132; number 9, N, carries 0.057; number 10, C, carries -0.596; number 11, C, carries -0.974; number 12, C, carries -0.932; number 13, C, carries -0.756; number 14, C, carries -0.383; number 15, C, carries 0.849; number 16, P, carries 0.963; number 17, C, carries 0.460; number 18, C, carries -0.754; number 19, C, carries -0.857; number 20, C, carries -0.687; number 21, C, carries -0.574; number 22, C, carries -0.762; number 23, C, carries 0.533; number 24, C, carries -0.252; number 25, C, carries -0.723; number 26, C, carries -0.684; number 27, C, carries -0.867; number 28, C, carries -0.410; number 29, H, carries 0.474; number 30, H, carries 0.160; number 31, H, carries 0.388; number 32, H, carries 0.506; number 33, H, carries 0.205; number 34, H, carries 0.580; number 35, H, carries 0.178; number 36, H, carries 0.142; number 37, H, carries 0.300; number 38, H, carries 0.361; number 39, H, carries 0.593; number 40, H, carries 0.436; number 41, H, carries 0.488; number 42, H, carries 0.521; number 43, H, carries 0.556; number 44, H, carries 0.475; number 45, H, carries 0.430; number 46, H, carries 0.498; number 47, H, carries 0.142; number 48, H, carries 0.103; number 49, H, carries 0.487; number 50, H, carries 0.459; number 51, H, carries 0.481; number 52, H, carries 0.446; number 53, C, carries -0.688; number 54, O, carries -0.445; number 55, C, carries 0.767; number 56, C, carries -1.283; number 57, C, carries -1.256; number 58, C, carries 0.404; number 59, C, carries 1.064; number 60, C, carries -1.839; number 61, O, carries 0.044; number 62, C, carries 0.213; number 63, O, carries 0.033; number 64, C, carries -0.443; number 65, H, carries 0.281; number 66, H, carries 0.260; number 67, H, carries 0.321; number 68, H, carries 0.515; number 69, H, carries 0.383; number 70, H, carries 0.621; number 71, H, carries 0.332; number 72, H, carries 0.306; number 73, H, carries 0.401; number 74, S, carries -0.126; number 75, C, carries 0.678; number 76, Br, carries -0.102; number 77, C, carries 0.043; number 78, C, carries -0.612; number 79, C, carries -0.391; number 80, C, carries 0.334; number 81, C, carries -0.472; number 82, C, carries -0.648; number 83, C, carries 0.789; number 84, O, carries -0.624; number 85, O, carries -0.595; number 86, H, carries 0.461; number 87, H, carries 0.412; number 88, H, carries 0.500; number 89, H, carries 0.465

[3]
Computed, not measured: a gas-phase ion, C10H20N3 (charge +1) at a distorted geometry, with ωB97M-V with the def2-TZVPD basis set.

Orbital gap   10.4 eV
SMILES string   C=C1CC[C@@H](C[NH2+]/C=N/N)C1(C)C

```
! RIJCOSX wB97M-V def2-TZVPD def2/J DEFGRID3
* xyz 1 1
C 0.358 0.917 2.021
C 0.886 0.221 1.035
C 1.472 -1.154 1.090
C 1.778 -1.533 -0.350
C 0.877 -0.545 -1.168
C -0.620 -1.063 -1.164
N -1.135 -1.404 0.199
C -2.579 -1.070 0.239
N -2.786 0.156 0.408
N -4.026 0.629 0.578
C 1.080 0.774 -0.398
C 2.424 1.394 -0.619
C 0.144 1.933 -0.775
H -0.044 1.951 1.935
H 0.148 0.468 2.915
H 0.721 -1.828 1.535
H 2.413 -1.260 1.727
H 2.796 -1.482 -0.632
H 1.764 -2.617 -0.557
H 1.314 -0.322 -2.199
H -1.281 -0.261 -1.437
H -0.615 -1.915 -1.875
H -0.825 -2.417 0.443
H -0.475 -0.748 0.857
H -3.316 -1.942 0.358
H -4.756 0.053 0.214
H -4.113 1.630 0.641
H 3.251 0.904 -0.150
H 2.467 2.428 -0.341
H 2.714 1.320 -1.695
H 0.296 2.868 -0.190
H -0.915 1.711 -0.913
H 0.582 2.207 -1.730
*
```

How positive or negative is each atom? The natural (NBO) charges in e answer that: number 1, C, carries -0.300; number 2, C, carries -0.071; number 3, C, carries -0.468; number 4, C, carries -0.448; number 5, C, carries -0.222; number 6, C, carries -0.233; number 7, N, carries -0.644; number 8, C, carries 0.102; number 9, N, carries -0.191; number 10, N, carries -0.592; number 11, C, carries -0.092; number 12, C, carries -0.609; number 13, C, carries -0.620; number 14, H, carries 0.225; number 15, H, carries 0.200; number 16, H, carries 0.190; number 17, H, carries 0.271; number 18, H, carries 0.244; number 19, H, carries 0.233; number 20, H, carries 0.258; number 21, H, carries 0.232; number 22, H, carries 0.239; number 23, H, carries 0.450; number 24, H, carries 0.520; number 25, H, carries 0.209; number 26, H, carries 0.375; number 27, H, carries 0.405; number 28, H, carries 0.220; number 29, H, carries 0.232; number 30, H, carries 0.219; number 31, H, carries 0.231; number 32, H, carries 0.212; number 33, H, carries 0.224